(1)
11
Properties=species:S:1:pos:R:3:forces:R:3:lowdin_spin:R:1 method="wB97M-V/def2-TZVPD" de_lowest_ev=0.275 spin_multiplicity=2 lumo_energy_ha="-0.409 / -0.576" s2=0.7556 charge=+2 molar_mass_da=76.07 gap_ev="13.7 / 9.0" energy_ha=-284.1830
H 0.90691 1.75428 -1.25372 0.75 1.50 -0.83 0.001
O -0.92420 -1.06330 0.96215 -0.08 -0.04 -0.23 0.036
O 1.04854 -1.03234 -0.17244 0.29 -0.48 0.17 0.804
C -0.05675 -0.58350 0.17383 -1.75 -0.54 -0.34 0.076
H -0.65359 0.36320 -1.65825 -0.12 0.45 1.64 -0.002
H -1.49011 0.97266 -0.09451 -0.20 -0.29 -0.01 0.012
N 0.50383 1.66749 -0.34351 2.92 -4.56 -0.04 0.001
H 0.07873 2.40794 0.05776 -1.28 4.16 1.28 0.000
H 1.31952 1.33315 0.31125 -1.63 1.05 -1.24 0.001
H -0.99367 -2.02104 0.91603 0.13 -1.47 0.93 0.002
C -0.55814 0.63059 -0.53911 0.97 0.21 -1.33 0.070


(2)
12
Properties=species:S:1:pos:R:3:forces:R:3:mulliken_charge:R:1 method="wB97M-V/def2-TZVPD" de_lowest_ev=2.212 lumo_energy_ha=0.022 molar_mass_da=107.05 gap_ev=9.7 energy_ha=-626.3391
H 0.56053 1.05992 -1.38238 -0.90 0.68 -0.01 0.215
C 0.39670 1.00059 -0.30187 -1.24 -2.44 -0.91 -0.413
O -2.15545 -0.45040 -1.29845 -0.67 0.39 3.38 -0.648
C 0.38635 -0.52912 0.06200 -0.44 -0.34 0.71 -0.253
H 1.15336 1.55474 0.16824 0.83 0.78 0.99 0.377
P -1.50095 -0.13248 0.57882 0.11 -1.71 -3.91 0.303
N 1.32694 -0.95186 1.09359 -1.95 2.05 3.14 -0.606
O -0.93265 1.31383 0.23714 1.33 1.91 -0.43 -0.241
H 1.22154 -0.25816 1.95933 0.58 -2.06 -2.38 0.267
H 2.29914 -0.99078 0.86138 0.35 0.13 -0.57 0.239
H 0.39760 -1.31291 -0.71988 0.05 0.96 -0.06 0.474
H -3.15310 -0.30338 -1.25792 1.96 -0.34 0.05 0.287


(3)
12
Properties=species:S:1:pos:R:3:forces:R:3:mulliken_charge:R:1 method="wB97M-V/def2-TZVPD" de_lowest_ev=2.838 lumo_energy_ha=0.027 molar_mass_da=107.05 gap_ev=9.2 energy_ha=-626.3161
H 0.25432 -1.00982 1.13071 -0.14 -0.67 2.37 0.399
N -2.31587 0.62797 -0.19850 -0.11 1.68 -0.15 -0.372
H -2.64272 -0.26847 -0.46513 -0.59 -0.36 -0.32 0.239
O 1.35233 -0.54174 -0.47658 -0.28 0.94 0.87 -0.383
C 0.17307 -0.94066 0.10799 -1.23 4.17 -2.09 -0.523
O -0.32922 1.74474 0.15260 -1.76 -0.88 -0.13 -0.544
H -0.30862 -1.69724 -0.45885 -0.33 -0.77 -0.23 0.386
H -2.73984 1.51691 -0.50069 -0.30 -0.95 0.18 0.269
H 1.66721 1.75006 -0.77866 0.32 0.63 -0.27 0.035
H 3.23366 0.47953 -0.57610 0.21 0.45 0.49 0.024
C -1.01408 0.74035 0.01368 4.12 -2.20 0.63 0.386
P 2.12170 0.90674 0.22260 0.10 -2.06 -1.35 0.085


(4)
12
Properties=species:S:1:pos:R:3:forces:R:3:mulliken_charge:R:1 method="wB97M-V/def2-TZVPD" de_lowest_ev=2.934 lumo_energy_ha=0.006 smiles="C[P@@H](=O)C(N)=O" molar_mass_da=107.05 gap_ev=9.6 energy_ha=-626.3126
H -0.51640 -2.27668 1.77549 -0.44 -0.82 1.17 0.256
H 1.06928 2.23976 -0.20920 -0.08 0.49 0.48 0.294
C -0.47087 -0.84740 0.49020 -6.01 5.78 3.55 0.389
O -1.63950 -0.05046 1.27644 6.05 -4.28 -4.24 -0.672
P 0.42032 0.15121 -0.84736 -1.70 -1.16 1.22 0.511
H 0.79153 -2.36741 0.56637 -0.50 -0.11 0.41 0.276
H -0.34155 -0.13407 -1.92977 -0.94 -0.23 -0.99 0.071
H -0.68002 1.58695 0.45603 1.64 0.91 -1.02 0.338
H -0.42773 2.23095 -1.17236 -0.98 1.39 -1.82 0.374
O 1.77022 -0.34558 -0.94376 2.69 -0.85 -0.19 -0.653
C 0.10482 1.79723 -0.40773 -0.99 -1.33 2.91 -0.860
N -0.08011 -1.98450 0.94564 1.26 0.22 -1.48 -0.322


(5)
13
Properties=species:S:1:pos:R:3:forces:R:3:mulliken_charge:R:1 method="wB97M-V/def2-TZVPD" de_lowest_ev=3.276 lumo_energy_ha=0.135 charge=-1 molar_mass_da=140.21 gap_ev=7.6 energy_ha=-1081.4060
O -3.33861 -1.05760 -0.88640 -0.81 -0.80 -1.71 -0.504
C 0.28162 -1.25032 -1.10432 -0.60 2.53 -1.42 -0.321
S -2.44026 -0.70875 0.16953 -0.63 0.96 2.33 0.638
O -3.14697 -0.61677 1.46077 0.73 -0.16 -0.39 -0.589
H -0.26245 -0.44195 -1.79356 1.13 -1.05 2.03 0.247
H -3.01829 2.43681 0.02866 0.00 -0.43 0.07 0.035
H 1.07518 -0.24319 1.57146 -1.24 -0.30 4.43 0.247
S -2.00059 1.64847 -0.37978 0.33 0.51 -0.22 -0.545
H 0.24376 -2.19882 -1.46391 -0.65 -2.80 -1.70 0.337
H 2.16802 0.31782 0.55918 1.46 0.61 -0.44 0.329
C 1.15197 0.04720 0.62666 0.50 -0.79 -3.90 -0.610
N 0.99109 -1.21089 -0.07991 0.52 0.59 0.48 -0.500
H 0.52059 0.77294 0.18248 -0.74 1.12 0.43 0.235


(6)
12
Properties=species:S:1:pos:R:3:forces:R:3:mulliken_charge:R:1 method="wB97M-V/def2-TZVPD" de_lowest_ev=4.745 lumo_energy_ha=-0.155 charge=+1 molar_mass_da=92.07 gap_ev=10.0 energy_ha=-359.8620
H 0.52810 -0.60706 2.93308 -0.13 -0.26 -0.25 0.433
O -0.64143 0.82650 -1.40061 0.75 -1.23 0.38 -0.408
C -0.35775 1.55711 -0.34418 -0.52 2.11 0.59 -0.063
N 0.40345 -1.28576 -0.06310 4.18 2.48 -1.00 -0.236
O -1.07813 2.65542 -0.46927 -0.49 -2.20 -2.20 -0.376
O 0.80417 -0.78520 2.01190 0.23 0.19 0.06 -0.282
H -0.97610 3.45463 -0.00669 0.87 1.16 1.84 0.401
H -1.25606 1.18638 -2.04113 -0.77 0.60 -0.58 0.350
H 0.68541 -2.20150 -0.41059 -1.76 -0.59 -0.49 0.384
C -0.15416 -1.20827 1.28228 -0.65 -0.17 1.08 -0.130
H -0.09029 -0.48496 -0.65746 0.35 -2.21 0.07 0.522
H 1.45909 -0.94385 -0.07925 -2.06 0.13 0.49 0.405


(7)
15
Properties=species:S:1:pos:R:3:forces:R:3:mulliken_charge:R:1 method="wB97M-V/def2-TZVPD" de_lowest_ev=0.011 lumo_energy_ha=0.006 smiles="O=C(O)NCP(=O)(O)O" molar_mass_da=155.05 gap_ev=10.9 energy_ha=-852.2070
H 1.92887 1.17352 2.40902 -0.32 0.13 0.16 0.323
H 2.83738 -0.86057 0.13520 -0.28 0.03 0.09 0.347
P 1.05545 0.16885 0.77023 0.55 0.95 -0.16 1.009
C -0.61663 -0.55710 0.52643 -0.24 -0.65 1.16 -0.549
C -1.30637 0.67833 -1.45659 1.39 -1.18 0.18 0.476
O 2.11131 -1.07942 0.74240 -0.88 0.61 0.41 -0.532
N -1.58709 0.37547 -0.08382 0.86 -1.27 -0.74 -0.346
H -0.70950 -0.93551 -2.37783 0.14 0.18 0.14 0.326
H -0.55799 -1.52493 -0.00679 0.38 0.47 0.20 0.329
O -0.34581 -0.06645 -2.14584 -0.24 -0.55 0.73 -0.430
O 1.03642 0.80953 2.27812 0.19 -1.42 -0.92 -0.520
H -1.00624 -0.79791 1.54015 0.25 0.15 -0.53 0.378
H -2.46591 -0.14790 -0.11684 -0.11 0.66 0.32 0.288
O 1.44231 1.21150 -0.18827 -0.06 -0.23 -0.21 -0.640
O -1.81621 1.55259 -2.02558 -1.64 2.12 -0.85 -0.460


(8)
10
Properties=species:S:1:pos:R:3:forces:R:3:mulliken_charge:R:1 method="wB97M-V/def2-TZVPD" de_lowest_ev=0.748 lumo_energy_ha=0.160 charge=-1 molar_mass_da=76.14 gap_ev=7.1 energy_ha=-532.7437
S -1.29915 1.32946 -0.56887 -0.09 0.16 -0.04 -0.820
H 2.15164 -0.97780 -1.37126 0.10 0.00 0.13 0.248
C 1.54662 -0.60912 -0.54181 -0.20 0.02 0.31 -0.140
H 0.41990 0.14326 1.57471 0.08 -0.09 0.07 0.326
H -0.82753 -0.82773 0.92179 0.05 -0.38 -0.07 0.240
H 0.23937 -1.52181 2.21009 -0.15 0.04 -0.08 0.273
H -2.17417 2.21090 -1.07432 -0.03 0.03 -0.05 -0.068
N 1.11275 -1.42978 0.31659 -0.17 -0.12 -0.37 -0.485
H 1.29871 0.45739 -0.50720 -0.01 -0.05 -0.15 0.170
C 0.18910 -0.89752 1.31378 0.43 0.38 0.26 -0.744